114
Properties=species:S:1:pos:R:3 method="wB97M-V/def2-TZVPD" homo_lumo_gap_ev=5.806 spin_multiplicity=1 largest_force_ha_per_bohr=0.0098 charge=+1
C -3.56 1.97 -4.77
H 5.53 1.13 4.07
H 4.12 2.11 4.45
H -5.41 1.84 -0.96
H -3.63 4.42 1.40
N -2.24 -2.35 0.04
C -3.55 4.66 2.47
C -1.91 1.88 1.75
C -2.09 2.66 2.94
C -0.96 -1.42 1.94
H 2.90 0.01 5.18
H -5.16 -0.14 0.57
C -3.35 0.61 -4.09
H -3.66 -3.10 4.24
H 4.30 -0.94 4.75
H -2.62 2.52 -4.85
H -1.94 2.19 6.13
H 1.12 0.69 -5.52
H 0.50 3.59 4.90
H -6.62 -0.30 -0.41
C -2.06 -2.11 1.43
C -2.88 1.59 0.81
H -2.65 0.01 -4.66
C -0.50 -2.31 -2.96
H -4.20 2.73 3.20
H -0.32 1.49 6.06
C 4.73 -3.10 2.17
C 2.64 -0.22 -1.55
H 5.62 -3.71 2.18
H -2.71 5.35 2.58
H 0.23 -2.73 -4.93
H -3.30 3.67 4.36
H -3.96 1.84 -5.78
N -1.39 -1.90 -0.74
C 2.10 0.85 -5.07
N 1.90 0.21 1.25
H 4.37 -1.07 -0.65
C 4.55 -0.24 -3.32
H -0.06 -0.86 3.81
H -3.90 1.86 1.05
H 1.53 1.65 4.27
C -5.07 0.87 -1.36
H -3.91 -3.56 -4.24
C -3.58 0.90 -1.53
C -2.85 0.76 -2.68
H 4.17 -3.29 3.09
C -0.88 -1.38 3.33
C -1.86 -3.19 -4.74
H 4.90 -1.23 -3.00
H -0.54 0.87 -4.21
H 0.46 -1.96 -2.60
C -0.88 2.43 6.10
H -5.53 0.77 -2.34
C -2.83 -2.79 -2.57
C -2.95 -3.21 -3.88
C -3.34 3.40 3.31
C 4.64 1.19 4.71
C 3.02 -0.49 0.88
C -0.90 2.65 3.60
C 2.49 2.33 -5.23
H 3.48 2.52 -4.81
C 2.09 0.42 -3.64
C 0.95 0.51 -2.76
C 3.85 -0.76 2.03
H -4.46 5.18 2.77
C 2.06 0.50 2.58
C -2.93 -2.64 3.60
N 1.31 0.11 -1.49
H -5.17 -1.22 -0.82
H -1.73 -1.91 5.22
H -4.26 2.59 -4.21
C -1.47 0.80 -2.31
C -5.54 -0.26 -0.45
H 2.80 0.22 -5.63
H 4.59 -0.24 -4.41
C 1.22 1.36 3.28
C 3.25 -0.14 3.09
C 5.08 -1.61 2.06
C -0.36 0.76 -3.15
H -4.29 0.06 -4.07
C -0.56 3.32 4.90
H -1.96 -3.52 -5.76
N 1.07 -2.50 -0.08
H 5.48 0.87 -1.69
C -3.04 -2.71 2.22
H 5.71 -1.31 2.90
H -3.86 -3.23 1.74
C 5.50 0.83 -2.78
Zr 0.01 -0.18 0.28
H 2.51 2.61 -6.29
Cl 0.07 -5.54 -1.55
C 3.75 -0.03 4.50
H 4.97 1.26 5.74
C 1.35 -3.51 -0.54
H -0.62 2.94 7.04
H 1.78 2.97 -4.72
N -0.63 1.38 1.69
H 5.66 -1.44 1.15
H 6.53 0.63 -3.10
C 0.00 1.82 2.83
H 4.10 -3.40 1.33
C -2.63 1.08 -0.46
Cl 2.56 -5.82 -0.11
Cl 2.53 -4.49 -2.67
C -1.83 -1.97 4.14
C -0.63 -2.75 -4.27
N -1.36 0.93 -0.95
C -1.59 -2.33 -2.11
H -1.11 4.26 4.97
C 3.13 -0.04 -2.89
H -3.67 -2.81 -1.90
C 3.39 -0.65 -0.45
C 1.63 -4.80 -1.19
H 5.22 1.82 -3.15



11
Properties=species:S:1:pos:R:3 method="wB97M-V/def2-TZVPD" homo_lumo_gap_ev=10.580 spin_multiplicity=1 smiles="N[C@@](O)(Cl)C(=O)O" largest_force_ha_per_bohr=0.1026
H 0.41 -1.43 1.88
O 1.08 -1.66 1.28
H -0.64 0.64 1.26
C 1.43 -0.91 0.17
N -0.69 0.45 0.34
O 0.47 0.31 -1.67
H 1.21 -0.38 -2.08
O 2.31 -1.30 -0.62
H -1.32 1.00 -0.26
Cl 1.84 1.62 0.34
C 0.52 0.22 -0.29



14
Properties=species:S:1:pos:R:3 method="wB97M-V/def2-TZVPD" homo_lumo_gap_ev=8.792 spin_multiplicity=1 largest_force_ha_per_bohr=0.0841 charge=-1
H 2.57 -0.46 0.71
O -3.34 0.46 -0.58
N -0.65 0.57 0.39
H -0.04 2.37 1.04
O -1.44 -0.98 -1.18
O 1.58 1.08 0.61
O 0.79 -1.01 -0.63
C -0.38 -0.58 -0.56
H -3.98 0.63 -1.42
O 3.24 -1.00 1.15
H -1.56 1.01 0.37
H 3.66 -0.52 1.89
H -2.72 -0.30 -0.79
C 0.39 1.40 0.65